[1]
The following is a DFT calculation (wB97M-V/def2-TZVPD) of a molecular structure, C3H8CdIO.

Output
2S+1   1
E_HOMO   -12.5 eV
ΔE to the lowest compared entry with this formula, charge and spin   6.98 kcal per mole
Kohn-Sham gap   4.048 eV
Total charge   +1

Each line ends with the Mulliken charge.
Atoms and positions in Å:
I 10.592 -4.305 -6.370  0.180
Cd 9.587 -4.002 -8.847  0.878
O 11.959 -3.060 -3.010  -0.462
C 13.331 -1.632 -4.518  -1.055
C 13.847 -1.972 -2.005  -1.265
C 13.271 -2.629 -3.308  0.582
H 11.637 -3.326 -3.875  0.065
H 13.088 -1.374 -1.501  0.363
H 14.308 -1.448 -4.964  0.322
H 13.795 -3.514 -3.670  0.230
H 12.644 -1.944 -5.305  0.177
H 14.259 -2.734 -1.344  0.310
H 14.624 -1.224 -2.162  0.354
H 12.956 -0.665 -4.183  0.321

Forces on atoms 1 to 2 (eV/Å):
I -0.497 0.047 -1.166
Cd 0.442 -0.120 1.099

[2]
The following is a DFT calculation (wB97M-V/def2-TZVPD) of a molecular structure, C3H8CeO3.

Output
2S+1   2
E_HOMO (alpha / beta)   -14.0 / -14.1 eV
ΔE to the lowest compared entry with this formula, charge and spin   0.00 kcal per mole
Kohn-Sham gap (alpha / beta)   9.481 / 9.596 eV
Total charge   +1

Each line ends with the Mulliken charge.
Atoms and positions in Å:
Ce 1.560 1.317 -0.753  1.657
O -0.056 -0.469 -0.667  -0.334
O 2.850 0.653 0.977  -0.775
O -0.209 2.186 -0.128  -0.556
C 0.219 -1.859 -0.689  -0.704
C -1.344 1.395 0.005  -0.386
C -1.005 -0.056 0.335  -0.428
H -0.726 -2.414 -0.767  0.288
H -0.507 -0.200 1.383  0.300
H -1.896 -0.699 0.266  0.414
H -2.017 1.759 0.805  0.345
H 0.873 -2.050 -1.547  0.288
H 3.427 1.207 1.501  0.274
H -1.904 1.402 -0.954  0.271
H 0.737 -2.170 0.231  0.344

Forces on atoms 1 to 2 (eV/Å):
Ce 1.614 -0.330 1.722
O 0.138 0.509 -0.218

[3]
The following is a DFT calculation (wB97M-V/def2-TZVPD) of 2 unconnected molecules or ions with the total composition C3H8Cl4NO4P2.

Output
2S+1   1
E_HOMO   -13.4 eV
Kohn-Sham gap   9.413 eV
Total charge   +1

Each line ends with the Mulliken charge.
Atoms and positions in Å:
Cl -5.180 0.090 -0.504  -0.096
Cl -3.788 -1.092 -2.735  -0.078
Cl -6.228 -2.283 -1.764  -0.081
Cl -3.825 -2.438 -0.182  -0.128
P 1.373 -0.042 -0.118  0.506
P 2.872 1.606 -0.381  0.912
O -1.523 0.410 -0.705  -0.403
O 4.187 0.940 0.189  -0.497
O 2.445 2.781 0.579  -0.470
O 2.863 1.887 -1.797  -0.531
N 2.118 -1.463 0.289  -0.546
C -1.327 0.055 0.420  -0.105
C 0.051 0.280 1.075  -0.515
C -4.767 -1.427 -1.309  0.377
H 3.109 -1.526 0.082  0.297
H 0.086 1.338 1.346  0.309
H 4.388 1.009 1.128  0.371
H -2.099 -0.424 1.043  0.381
H 2.356 2.641 1.528  0.361
H 0.775 -0.184 -1.368  0.180
H 0.198 -0.306 1.983  0.470
H 1.916 -1.851 1.200  0.287

Forces on atoms 1 to 2 (eV/Å):
Cl -0.002 0.013 0.020
Cl -0.038 -0.027 -0.034

[4]
The following is a DFT calculation (wB97M-V/def2-TZVPD) of C3H8ClN in the gas phase.

Output
2S+1   1
E_HOMO   -8.5 eV
ΔE to the lowest compared entry with this formula, charge and spin   12.23 kcal per mole
Kohn-Sham gap   9.646 eV
Structure (SMILES)   CNCCCl

Each line ends with the Mulliken charge.
Atoms and positions in Å:
Cl -2.383 -1.007 -0.056  -0.197
N 0.436 -0.471 0.406  -0.197
C -1.773 0.663 0.115  -0.497
C -0.278 0.626 -0.209  -0.542
C 1.684 -0.851 -0.159  -0.938
H -1.986 0.893 1.162  0.304
H -2.174 1.352 -0.621  0.332
H 0.126 1.611 0.086  0.253
H 1.837 -1.814 0.100  0.343
H 0.428 -0.402 1.446  0.186
H 1.660 -0.783 -1.173  0.369
H -0.180 0.469 -1.332  0.352
H 2.603 -0.286 0.236  0.231

Forces on atoms 1 to 2 (eV/Å):
Cl -0.715 0.060 -0.396
N -1.230 0.701 1.467

[5]
The following is a DFT calculation (wB97M-V/def2-TZVPD) of 2 unconnected molecules or ions with the total composition C3H8ClN4O.

Output
2S+1   1
E_HOMO   -13.1 eV
ΔE to the lowest compared entry with this formula, charge and spin   27.60 kcal per mole
Kohn-Sham gap   9.108 eV
Total charge   +1

Each line ends with the Mulliken charge.
Atoms and positions in Å:
Cl 0.162 -2.324 0.188  -0.191
O -0.697 1.480 0.303  -0.549
N 1.601 1.488 -0.129  -0.424
N -3.073 0.085 -0.561  -0.650
N 2.828 -0.531 -0.334  -0.358
N -1.956 -0.448 0.033  0.177
C 0.230 -0.698 0.786  -0.463
C 1.879 0.314 -0.045  0.455
C -0.814 0.154 0.361  0.658
H -3.787 -0.531 -0.721  0.232
H -3.226 1.065 -0.199  0.280
H 0.277 1.772 0.223  0.387
H 2.479 -1.563 -0.267  0.272
H 0.556 -0.691 1.778  0.459
H 2.073 2.202 -0.702  0.229
H 3.436 -0.346 -1.052  0.257
H -1.966 -1.428 0.338  0.230

Forces on atoms 1 to 2 (eV/Å):
Cl 0.301 -0.376 0.032
O -2.990 -2.531 0.453

[6]
The following is a DFT calculation (wB97M-V/def2-TZVPD) of C3H8ClNO2S in the gas phase.

Output
2S+1   1
E_HOMO   -10.1 eV
ΔE to the lowest compared entry with this formula, charge and spin   0.00 kcal per mole
Kohn-Sham gap   10.199 eV
Structure (SMILES)   CC(C)(N)S(=O)(=O)Cl

Each line ends with the Mulliken charge.
Atoms and positions in Å:
Cl -0.624 2.571 1.254  -0.247
S 0.487 1.511 -0.136  1.091
O 1.836 1.723 0.239  -0.544
O 0.103 2.067 -1.425  -0.571
N -1.490 -0.258 -0.424  -0.688
C 0.718 -1.153 -1.030  -1.348
C 0.062 -0.589 1.421  -1.088
C -0.125 -0.340 -0.060  0.659
H 1.209 -0.533 1.586  0.289
H -0.515 -1.414 1.897  0.371
H -0.534 0.158 1.956  0.333
H -1.674 0.090 -1.405  0.324
H -2.054 0.471 0.051  0.344
H 0.493 -2.251 -0.787  0.358
H 0.404 -1.182 -2.160  0.304
H 1.703 -0.872 -0.978  0.412

Forces on atoms 1 to 2 (eV/Å):
Cl -0.361 -0.115 0.094
S -0.016 1.099 -2.862

What is the 2S+1 in the sixth record?
1